162
Properties=species:S:1:pos:R:3:lowdin_charge:R:1 method="wB97M-V/def2-TZVPD" spin_multiplicity=2 total_charge=+1 gap_ev="6.94 / 2.94" lumo_energy_ev="-3.132 / -7.138"
C -2.52305 5.75556 1.07762 -0.026
C -2.08882 5.56795 2.52236 -0.440
O -2.74887 6.09240 3.44325 0.034
C -0.73151 4.91098 2.84555 -0.024
H -3.49910 6.23934 1.04038 0.089
H -2.53263 4.71998 0.73764 0.072
H -1.73842 6.31139 0.56429 0.084
H -0.73814 3.86453 2.54060 0.045
H -0.40912 4.85984 3.88553 0.082
H 0.05023 5.33532 2.21554 0.078
C -0.40445 0.96449 4.74503 0.002
C 0.89571 1.29199 4.03113 -0.415
O 0.91275 1.82450 2.90073 -0.021
C 2.23843 1.19190 4.73214 0.001
H -1.24687 1.06255 4.06034 0.080
H -0.54266 1.67961 5.55596 0.101
H -0.45100 -0.06779 5.09192 0.057
H 2.95583 1.63015 4.03833 0.058
H 2.50103 0.13806 4.82467 0.060
H 2.28587 1.73035 5.67867 0.100
C -1.73246 -3.77816 3.86940 -0.017
C -2.31216 -2.74373 4.72234 -0.485
O -2.38540 -1.56312 4.35763 0.035
C -2.96196 -3.13371 6.03345 0.004
H -2.54764 -4.49283 3.75613 0.094
H -0.87582 -4.27230 4.32776 0.078
H -1.45865 -3.30857 2.92462 0.063
H -2.27078 -3.45429 6.81293 0.067
H -3.74396 -3.84059 5.75615 0.092
H -3.37018 -2.17536 6.35443 0.090
C -1.67530 -2.26120 -3.79951 0.000
C -0.50676 -3.27956 -3.77929 -0.404
O -0.68746 -4.53395 -3.70761 0.022
C 0.88397 -2.67930 -3.76946 -0.024
H -1.96353 -2.05657 -2.76842 0.064
H -2.55717 -2.76228 -4.19868 0.088
H -1.43115 -1.30612 -4.26460 0.062
H 1.18755 -2.42510 -2.75391 0.046
H 1.02098 -1.84821 -4.46128 0.071
H 1.59573 -3.41468 -4.14458 0.086
C 3.87986 1.25119 -2.65135 -0.017
C 5.10036 1.43689 -3.45615 -0.471
O 5.21661 0.76995 -4.49889 0.039
C 6.15897 2.43642 -3.10990 -0.004
H 3.56095 0.22282 -2.82120 0.075
H 3.09174 1.90297 -3.02839 0.091
H 4.02014 1.33327 -1.57354 0.056
H 6.97406 1.92884 -2.59406 0.098
H 5.67477 3.16673 -2.46161 0.055
H 6.56373 3.03052 -3.92923 0.097
C 2.13032 1.85696 -6.51506 -0.008
C 0.64812 2.01120 -6.18576 -0.437
O -0.09769 2.59638 -6.97787 0.029
C 0.05033 1.30800 -4.91925 -0.016
H 2.10480 1.80440 -7.60350 0.090
H 2.51607 0.91780 -6.11847 0.071
H 2.69040 2.69692 -6.10412 0.082
H 0.58645 0.36339 -4.82770 0.046
H -1.02068 1.11633 -4.98494 0.071
H 0.25563 1.79185 -3.96435 0.056
C 5.35322 4.01881 0.42449 -0.004
C 4.01468 3.43500 0.16064 -0.476
O 3.27899 3.80512 -0.75798 0.035
C 3.66674 2.19706 1.01141 -0.024
H 5.13653 5.07608 0.57723 0.107
H 5.97510 3.86865 -0.45802 0.077
H 5.78734 3.48967 1.27281 0.086
H 2.66351 1.82693 0.80019 0.053
H 3.75016 2.48076 2.06053 0.078
H 4.37101 1.45221 0.64085 0.077
C 0.12756 2.34371 -0.75578 0.042
C 0.17601 0.77611 -0.60583 -0.560
O 0.57518 0.15122 -1.57271 -0.016
N -0.21805 0.19388 0.48161 0.061
C -0.45628 -1.22995 0.71940 -0.033
H 1.03294 2.76332 -1.19433 0.054
H 0.01391 2.88329 0.18445 0.067
H -0.70685 2.58820 -1.41311 0.075
H -0.13687 0.83878 1.25466 0.105
H -1.50522 -1.45463 0.91263 0.078
H 0.23885 -1.58757 1.47901 0.062
H -0.12964 -1.85894 -0.10873 0.062
C -4.03027 5.06447 -2.24367 -0.010
C -4.27928 3.72692 -2.88965 -0.572
O -5.37567 3.15134 -2.62472 -0.001
N -3.33620 3.20511 -3.61485 0.046
C -2.29566 3.88367 -4.45261 -0.041
H -4.66858 5.18646 -1.36858 0.083
H -4.31506 5.87546 -2.91396 0.087
H -2.98276 5.26335 -2.01725 0.062
H -3.70263 2.30816 -3.89999 0.136
H -2.22799 3.56081 -5.49150 0.084
H -1.31740 3.79130 -3.98082 0.048
H -2.28587 4.97242 -4.50382 0.074
C 2.80272 -6.49494 1.73047 0.016
C 1.46606 -5.88546 2.11055 -0.547
O 1.04255 -6.04890 3.25743 -0.002
N 0.75459 -5.08355 1.29559 0.053
C 0.91893 -4.84097 -0.15680 -0.055
H 3.19894 -6.10383 0.79337 0.057
H 2.66545 -7.57531 1.68528 0.096
H 3.53181 -6.24624 2.50161 0.087
H -0.12627 -4.71077 1.61995 0.087
H 0.25813 -4.06311 -0.53941 0.057
H 0.55411 -5.75238 -0.63043 0.098
H 1.90918 -4.60968 -0.54924 0.052
C -4.26018 -3.39616 0.05058 0.027
C -3.11529 -4.30108 0.46302 -0.534
O -1.95904 -3.92960 0.52162 0.007
N -3.52514 -5.53954 0.80259 0.024
C -2.71708 -6.65069 1.28964 -0.043
H -4.38684 -2.64947 0.83448 0.080
H -5.19660 -3.93047 -0.10982 0.088
H -3.91196 -2.89201 -0.85090 0.081
H -4.47833 -5.77966 0.57047 0.134
H -3.03284 -7.58200 0.81946 0.094
H -2.71637 -6.67730 2.37932 0.080
H -1.65534 -6.50232 1.09269 0.068
C -6.10417 0.17690 0.59073 0.017
C -5.92363 0.16796 -0.95369 -0.552
O -6.89675 -0.08586 -1.64774 0.030
N -4.70287 0.19249 -1.50460 0.023
C -3.43549 0.52250 -0.84132 -0.076
H -7.06584 -0.24345 0.88498 0.084
H -5.98131 1.20066 0.94418 0.085
H -5.33810 -0.54099 0.88376 0.042
H -4.67213 -0.00453 -2.49472 0.137
H -2.62861 0.06951 -1.41738 0.064
H -3.30781 0.19341 0.18994 0.070
H -3.26081 1.59840 -0.84520 0.070
C 1.87406 -2.77307 4.05833 0.002
C 1.36619 -2.87233 5.46170 -0.563
O 1.16507 -1.83809 6.08444 0.038
N 1.23034 -4.08999 6.01579 0.025
C 0.67218 -4.28400 7.35156 -0.040
H 2.55101 -1.93364 3.89961 0.060
H 1.04208 -2.52031 3.40106 0.068
H 2.31944 -3.71213 3.72982 0.071
H 1.52174 -4.85173 5.42002 0.114
H -0.26438 -3.72693 7.37646 0.061
H 1.28887 -3.91290 8.17015 0.091
H 0.48584 -5.34573 7.51312 0.093
N 2.57572 -1.45859 -0.36096 0.158
C 3.30888 -2.55928 -0.78268 0.013
C 4.21268 -2.96897 0.21008 0.003
C 3.96115 -2.19528 1.31472 -0.008
C 2.97990 -1.28336 0.95151 0.004
H 1.92901 -0.90292 -0.90234 0.089
H 3.16868 -2.88524 -1.80272 0.134
H 4.84598 -3.84281 0.16843 0.132
H 4.53633 -2.31699 2.22068 0.134
H 2.58023 -0.49344 1.57013 0.128
N 0.00708 6.66357 -4.79603 0.033
C -0.00438 6.73232 -3.39191 -0.126
C 0.73764 5.68687 -2.88726 -0.133
C 1.22549 4.92922 -3.96003 -0.122
C 0.73157 5.52937 -5.12006 -0.134
H -0.52049 7.18243 -5.48345 0.149
H -0.55542 7.46861 -2.82567 0.103
H 0.99695 5.57233 -1.84512 0.088
H 1.83854 4.04014 -3.96969 0.075
H 0.79922 5.19799 -6.14573 0.107